{
  "formula": "C11H16Br12Cl2O3",
  "method": "ωB97M-V/def2-TZVPD",
  "elements": ["C", "C", "C", "Cl", "O", "C", "O", "O", "C", "C", "C", "Cl", "H", "H", "H", "H", "H", "H", "H", "H", "H", "H", "H", "H", "C", "Br", "Br", "Br", "H", "C", "Br", "Br", "Br", "H", "C", "Br", "Br", "Br", "H", "C", "Br", "Br", "Br", "H"],
  "xyz": [[-2.100388, -4.295529, 1.974387], [-1.461155, -3.292417, 1.018467], [-1.884563, -3.353895, -0.451174], [-2.745064, -4.815503, -0.933876], [-0.730820, -3.284981, -1.312067], [-0.022513, -2.148070, -1.195384], [1.204966, -2.148492, -1.206336], [-0.786917, -1.049800, -1.101329], [-0.138479, 0.027410, -0.425217], [-1.041066, 1.230796, -0.375983], [-1.678204, 1.585509, -1.710829], [-2.247604, 1.073558, 0.928709], [-1.516286, -5.202066, 2.045639], [-3.134166, -4.508050, 1.747806], [-2.082999, -3.858272, 2.967376], [-0.381715, -3.356318, 1.120352], [-1.744463, -2.303352, 1.368268], [-2.530535, -2.518934, -0.667384], [0.118929, -0.254771, 0.588752], [0.763123, 0.323658, -0.947835], [-0.387398, 2.047235, -0.098746], [-2.632910, 1.088926, -1.811009], [-1.018428, 1.327213, -2.533003], [-1.826929, 2.657861, -1.743255], [-0.728533, 4.125673, 3.524554], [0.462367, 3.860700, 2.029877], [-2.566140, 3.965516, 2.988468], [-0.304402, 2.932371, 4.972400], [-0.577725, 5.132294, 3.882649], [-0.606041, 0.565975, -5.905631], [-0.566205, -0.527226, -4.321444], [0.976727, 1.651787, -6.050065], [-0.897245, -0.485503, -7.489920], [-1.445704, 1.237218, -5.808649], [4.130575, 4.932022, 1.501711], [4.864195, 3.903552, 2.951636], [5.317641, 6.342052, 0.950943], [3.633937, 3.805596, 0.020920], [3.225442, 5.395715, 1.864649], [2.966978, -2.339534, 1.415873], [2.549836, -0.831998, 2.543040], [4.860089, -2.512040, 1.126691], [2.201177, -3.969370, 2.099465], [2.508618, -2.156515, 0.456505]],
  "atomic_forces_ev_per_a": [[0.36, 0.37, 0.35], [-0.49, -0.05, 0.28], [0.16, 0.01, 0.05], [0.05, -0.10, -0.07], [0.20, 0.54, 0.10], [2.02, -0.48, -0.17], [-2.20, 0.15, 0.00], [0.08, -0.59, 0.36], [-0.07, 0.69, 0.04], [0.32, 0.00, -0.52], [0.04, 0.27, 0.42], [-0.16, -0.11, -0.01], [-0.09, -0.41, -0.23], [-0.20, -0.16, -0.18], [0.01, 0.06, 0.23], [0.15, -0.09, -0.26], [0.04, 0.30, -0.06], [-0.28, 0.07, -0.24], [0.16, -0.32, 0.15], [0.23, -0.16, -0.26], [0.04, 0.19, 0.37], [-0.16, -0.18, -0.26], [-0.01, -0.08, 0.06], [-0.27, 0.21, -0.02], [-0.08, -0.13, 0.01], [0.09, 0.04, 0.02], [0.02, 0.14, 0.10], [0.01, 0.02, -0.04], [0.02, 0.04, -0.01], [0.04, -0.05, -0.03], [0.06, -0.17, -0.25], [-0.03, -0.03, 0.01], [0.02, 0.03, 0.05], [-0.03, 0.02, 0.00], [0.03, -0.01, 0.05], [-0.03, 0.02, -0.04], [-0.03, -0.05, 0.01], [-0.01, -0.01, -0.01], [-0.04, 0.01, 0.01], [0.07, -0.01, 0.00], [-0.02, -0.01, -0.01], [-0.06, 0.01, 0.05], [0.08, 0.02, 0.04], [-0.03, -0.01, -0.10]],
  "lowdin_charge": [-0.118, -0.229, -0.659, 0.715, -0.001, -0.582, 0.106, -0.021, -0.208, -0.709, -0.120, 0.614, 0.072, 0.054, 0.074, 0.055, 0.105, 0.104, 0.098, 0.140, 0.047, 0.075, 0.004, 0.081, -1.621, 0.588, 0.571, 0.582, -0.030, -1.633, 0.681, 0.577, 0.583, -0.029, -1.667, 0.572, 0.580, 0.542, -0.062, -1.631, 0.573, 0.590, 0.612, -0.074],
  "energy_ev": -883362.7091,
  "total_charge": 0,
  "max_force_ev_per_a": 2.20,
  "mol_weight_da": 1226.0
}



{
  "formula": "C11H16Br2IN3O5PS",
  "method": "ωB97M-V/def2-TZVPD",
  "elements": ["C", "S", "O", "O", "C", "C", "Br", "C", "P", "N", "O", "O", "C", "N", "N", "C", "C", "C", "I", "C", "C", "C", "O", "Br", "H", "H", "H", "H", "H", "H", "H", "H", "H", "H", "H", "H", "H", "H", "H", "H"],
  "xyz": [[4.183736, -1.014455, 1.027443], [3.302495, 0.038852, -0.106983], [3.637933, -0.323617, -1.449595], [3.607401, 1.394479, 0.248143], [1.527895, -0.299384, 0.063394], [1.060391, -1.580831, -0.240953], [2.242064, -2.939931, -0.745712], [-0.313324, -1.891132, -0.183251], [-0.917440, -3.595354, -0.645227], [-2.424377, -3.865455, -0.507515], [-0.091064, -4.501803, 0.348103], [-0.362114, -3.866925, -2.115167], [-1.180346, -0.877844, 0.220127], [-2.548613, -1.147448, 0.301072], [-0.708587, 0.370618, 0.532464], [-1.722678, 1.366986, 0.948359], [-2.517625, 1.999624, -0.208818], [-2.136514, 3.440395, -0.492895], [-2.695891, 4.722928, 1.119863], [0.606086, 0.683926, 0.452065], [1.047386, 2.100128, 0.729822], [1.405181, 2.867932, -0.533992], [1.966169, 3.872030, -0.521920], [0.839469, 2.080382, -2.239978], [4.950095, -0.424945, 1.510683], [4.649640, -1.772118, 0.414335], [3.527462, -1.523660, 1.722950], [-2.814978, -4.159425, -1.393781], [-0.758684, -5.046060, 0.794726], [-0.067963, -3.068319, -2.570453], [-3.089517, -0.612106, -0.365186], [-2.915396, -1.028674, 1.236617], [-2.429599, 0.880031, 1.597411], [-1.294749, 2.162586, 1.533995], [-2.454688, 1.411657, -1.122824], [-3.560469, 2.004747, 0.087985], [-1.087098, 3.590681, -0.689880], [-2.675289, 3.781211, -1.365297], [1.914384, 2.079610, 1.369614], [0.299213, 2.690686, 1.240254]],
  "atomic_forces_ev_per_a": [[-0.29, -0.49, -0.24], [1.46, 0.54, -0.95], [-0.37, -0.40, -0.05], [-0.59, 0.12, 0.62], [-0.46, -0.07, 0.57], [-0.19, -0.04, 0.00], [0.16, 0.06, 0.04], [0.53, 0.32, -0.01], [-1.75, -0.37, -0.41], [0.50, 0.07, -0.02], [0.37, 0.10, 0.35], [0.45, 0.49, 0.22], [-0.08, -0.77, -0.31], [0.32, 0.57, 0.15], [0.09, 0.05, 0.06], [-0.68, 0.28, -0.30], [0.16, 0.13, 0.26], [-0.24, -0.06, -0.19], [0.14, -0.02, -0.01], [0.50, 0.03, 0.01], [-0.49, -0.66, -0.26], [-0.42, -1.46, 0.18], [0.93, 2.05, -0.04], [-0.12, -0.15, -0.07], [-0.09, 0.33, 0.18], [0.15, -0.13, -0.16], [-0.12, 0.17, 0.29], [-0.35, 0.02, 0.07], [0.08, -0.20, 0.07], [0.08, -0.16, -0.25], [-0.18, -0.09, 0.01], [-0.17, -0.18, -0.03], [0.09, -0.30, 0.29], [0.25, -0.10, 0.19], [0.21, -0.08, -0.14], [-0.25, -0.12, -0.03], [0.23, 0.05, 0.06], [-0.13, 0.21, -0.10], [0.35, 0.18, 0.01], [-0.07, 0.09, -0.03]],
  "lowdin_charge": [-0.135, 0.619, -0.318, -0.284, -0.229, -0.551, 1.060, -0.147, 0.446, -0.145, -0.173, -0.154, -0.229, 0.122, 0.083, -0.130, -0.283, -0.649, 0.866, -0.171, -0.081, -0.782, 0.137, 0.825, 0.081, 0.050, 0.071, 0.006, 0.098, 0.077, 0.110, 0.119, 0.121, 0.066, 0.111, 0.102, -0.007, 0.054, 0.131, 0.112],
  "energy_ev": -194677.2411,
  "total_charge": 1,
  "max_force_ev_per_a": 2.25,
  "mol_weight_da": 620.0
}



{
  "formula": "C11H16CeCl3NO",
  "method": "ωB97M-V/def2-TZVPD",
  "elements": ["C", "C", "C", "C", "C", "C", "C", "C", "C", "C", "Ce", "Cl", "Cl", "Cl", "H", "H", "H", "H", "H", "H", "H", "H", "H", "H", "H", "H", "H", "H", "H", "O", "H", "N", "C"],
  "xyz": [[-0.690419, 0.969741, -2.129470], [-0.852974, -0.454322, -2.307859], [0.464357, -1.061604, -2.284738], [-2.131240, -1.224063, -2.582021], [1.438471, -0.000375, -2.067826], [0.727053, 1.242804, -1.987194], [1.354706, 2.602024, -1.660600], [-1.826817, 1.980299, -2.001119], [0.773548, -2.521097, -2.529430], [2.936598, -0.231307, -2.006770], [-0.013321, -0.165831, -0.059424], [-3.562209, -3.756443, 0.409410], [-2.511600, -0.468426, 0.524363], [0.469430, -2.599972, 0.743804], [-2.978169, -0.614366, -2.267177], [-2.148857, -2.173639, -2.033518], [-2.136244, -1.388615, -3.661826], [-0.023920, -3.153033, -2.122135], [1.731349, -2.783179, -2.066839], [0.836879, -2.650213, -3.616633], [3.182547, -1.159296, -1.478216], [3.408369, 0.628844, -1.528550], [3.238161, -0.305906, -3.056632], [2.265101, 2.489105, -1.061295], [0.632296, 3.255401, -1.164281], [1.597461, 2.974706, -2.655276], [-2.722690, 1.524960, -1.566791], [-2.001105, 2.265846, -3.040807], [-1.509608, 2.840616, -1.405914], [-0.452883, 1.934917, 1.062674], [0.453829, 2.113212, 1.420106], [-0.001806, -0.016064, 3.513143], [0.053805, -0.094622, 2.371042]],
  "atomic_forces_ev_per_a": [[0.66, -0.38, -0.80], [1.11, 0.21, -1.85], [0.02, 1.36, -1.42], [0.78, 0.57, 0.28], [-1.17, -0.66, -1.24], [-0.48, -0.24, -0.35], [-0.64, -1.10, -0.69], [0.91, -0.65, -0.45], [-0.18, 0.65, 0.01], [-1.02, 0.28, -0.14], [-2.52, 0.44, 8.89], [-0.22, -0.40, -0.26], [0.42, 0.28, -0.58], [0.55, -0.16, -0.53], [-0.07, -0.30, -0.10], [-0.23, 0.18, -0.08], [-0.32, -0.22, -0.07], [0.32, 0.03, -0.08], [-0.30, -0.15, -0.10], [0.05, -0.27, 0.04], [0.03, 0.23, -0.09], [0.28, -0.18, -0.09], [0.51, -0.03, 0.22], [-0.20, 0.17, -0.09], [0.24, -0.14, 0.03], [0.37, 0.64, 0.11], [0.26, 0.13, -0.03], [-0.46, 0.43, 0.05], [-0.18, -0.16, -0.03], [1.89, -0.19, -1.69], [-1.20, -0.03, -0.02], [0.09, 0.17, 1.89], [0.66, -0.51, -0.76]],
  "lowdin_charge": [-0.307, -0.348, -0.343, -0.051, -0.324, -0.298, -0.028, -0.029, -0.066, -0.019, 0.327, -0.848, 0.178, 0.096, 0.058, 0.060, 0.081, 0.075, 0.061, 0.080, 0.082, 0.069, 0.086, 0.075, 0.070, 0.076, 0.063, 0.078, 0.072, -0.448, -0.041, -0.032, -0.506],
  "relative_energy_kj_mol": 238.40,
  "energy_ev": -65702.7584,
  "total_charge": -2,
  "max_force_ev_per_a": 9.25,
  "mol_weight_da": 424.7
}